# 1
Density functional theory data (the ωB97M-V functional and the def2-TZVPD basis) for a 9-piece molecular cluster, C10H44B3F3N2O6S overall in a non-equilibrium geometry.

Structure (XYZ):
```
69
Properties=species:S:1:pos:R:3:nbo_charge:R:1
N 0.12 -0.30 0.02 -0.929
H 0.19 -1.31 -0.09 0.415
H -0.70 -0.08 0.56 0.461
H 0.10 0.12 -0.90 0.458
H 0.98 -0.15 0.53 0.488
N 2.44 0.83 3.63 -0.865
H 2.96 0.65 4.48 0.382
H 1.63 1.37 3.89 0.454
H 2.23 -0.06 3.20 0.499
H 3.08 1.37 3.07 0.477
B 1.35 3.32 0.81 -0.850
H 2.15 3.27 0.09 -0.014
H 0.97 2.35 1.10 -0.042
H 1.68 3.91 1.65 -0.075
H 0.54 3.81 0.29 -0.010
B 2.98 -0.22 0.94 -0.849
H 2.38 0.67 0.88 0.043
H 3.98 0.09 1.21 -0.030
H 2.58 -0.79 1.77 -0.087
H 2.89 -0.80 0.03 -0.012
B -1.61 1.32 1.87 -0.831
H -2.37 1.78 2.49 -0.029
H -1.82 0.29 1.64 -0.094
H -1.54 1.88 0.95 0.048
H -0.65 1.37 2.35 -0.032
C 2.22 1.78 -4.33 0.710
F 1.38 2.26 -5.24 -0.339
F 2.39 0.47 -4.69 -0.344
F 3.34 2.56 -4.39 -0.332
S 1.43 1.87 -2.59 2.294
O 0.38 0.85 -2.52 -1.066
O 2.46 1.49 -1.62 -0.944
O 0.94 3.24 -2.43 -0.936
C -0.22 -3.20 -3.23 -0.634
C 0.97 -3.40 -2.25 0.109
C 2.25 -2.64 -2.51 -0.629
O 0.38 -2.90 -1.05 -0.746
H -1.17 -3.53 -2.81 0.204
H -0.07 -3.63 -4.22 0.183
H -0.35 -2.17 -3.57 0.234
H 1.18 -4.47 -2.17 0.141
H 2.53 -2.95 -3.51 0.186
H 2.99 -2.90 -1.75 0.228
H 2.08 -1.57 -2.62 0.264
H 0.10 -3.62 -0.49 0.469
C -0.47 -0.67 5.29 -0.623
C -0.35 -1.86 4.33 0.104
C -1.67 -2.59 4.08 -0.649
O 0.06 -1.22 3.14 -0.787
H 0.47 -0.14 5.40 0.180
H -0.88 -1.02 6.24 0.176
H -1.19 0.04 4.89 0.238
H 0.51 -2.38 4.77 0.159
H -1.25 -3.44 3.54 0.214
H -2.30 -1.93 3.48 0.241
H -2.15 -2.76 5.05 0.192
H -0.61 -0.59 2.87 0.534
C -4.70 1.87 -2.03 -0.627
C -3.41 0.98 -2.26 0.116
C -2.82 1.02 -3.71 -0.641
O -2.42 1.49 -1.37 -0.711
H -4.50 2.92 -1.85 0.221
H -5.39 1.56 -1.24 0.202
H -5.23 1.80 -2.98 0.171
H -3.60 -0.06 -2.00 0.144
H -2.08 0.25 -3.93 0.226
H -2.44 2.01 -3.97 0.218
H -3.70 0.79 -4.31 0.177
H -1.65 1.69 -1.91 0.496
```

Charge: -2
Electronic energy: -47355.99092 eV
HOMO: -0.8 eV

=====

# 2
Density functional theory data (the ωB97M-V functional and the def2-TZVPD basis) for one molecule with the formula C10H4Cl2N2O in a non-equilibrium geometry.

Structure (XYZ):
```
19
Properties=species:S:1:pos:R:3:nbo_charge:R:1
Cl -3.52 -1.83 -2.20 0.008
C -2.00 -1.02 -1.87 -0.024
C -0.95 -0.96 -2.78 -0.199
C 0.29 -0.57 -2.32 -0.225
C 0.47 -0.07 -1.07 0.289
O 1.68 0.30 -0.49 -0.407
C 1.39 0.52 0.85 0.152
C 2.15 0.84 1.88 0.175
Cl 3.87 1.05 1.76 0.033
N 1.64 1.18 3.10 -0.429
C 0.33 0.99 3.23 0.232
N -0.56 0.64 2.25 -0.423
C 0.03 0.44 1.05 0.214
C -0.56 -0.06 -0.23 -0.113
C -1.85 -0.43 -0.66 -0.190
H -0.93 -1.19 -3.78 0.232
H 1.15 -0.75 -2.89 0.228
H 0.12 1.35 4.24 0.203
H -2.73 -0.43 -0.07 0.242
```

Structure (SMILES): Clc1ccc2oc3c(Cl)ncnc3c2c1
Charge: 0
Electronic energy: -40506.53368 eV
HOMO: -9.5 eV